Formula: C45H109O31P7
Source: OMol25
Level of theory: the ωB97M-V functional and the def2-TZVPD basis

Total charge: -1
M in g/mol: 1363.2
HOMO energy (alpha / beta) in eV: 0.81 / -8.15
⟨S²⟩: 0.75
2S+1: 2
LUMO level (alpha / beta) in eV: 1.835 / 1.861

Geometry as XYZ:
```
192
Properties=species:S:1:pos:R:3:forces:R:3
H -18.8830 -26.5287 -18.4766 0.22 -0.08 -0.11
H -12.9932 -31.8290 -24.7198 -0.54 -0.40 -0.41
H -22.6568 -24.9766 -31.9778 0.23 0.84 0.31
C -14.6714 -27.9235 -25.1868 1.77 -0.29 -0.02
H -14.4817 -22.7776 -35.9442 0.64 0.17 0.01
O -17.9742 -24.1389 -25.1600 -1.50 -1.08 -0.11
C -18.4215 -27.9554 -20.1748 -1.17 0.62 2.76
H -18.5427 -24.3903 -29.7693 1.55 -0.11 0.28
O -18.7670 -26.5751 -25.5080 -1.50 0.33 -0.85
H -13.9676 -29.7420 -22.3552 0.53 -0.04 -0.53
H -15.8240 -22.6469 -29.9603 -0.62 0.26 -0.68
C -19.4693 -32.2410 -31.7333 0.25 -0.66 0.18
C -14.7541 -19.9597 -21.6327 -2.42 -1.42 1.89
O -15.6290 -32.9188 -29.0839 -1.01 -1.48 0.21
P -17.0838 -33.5991 -29.1626 2.57 0.07 2.41
H -13.3682 -29.2131 -19.6070 0.08 -0.44 0.29
P -16.0121 -27.8330 -21.2626 -0.86 -1.71 -1.17
C -22.9574 -31.6817 -29.6139 0.36 0.31 -0.04
H -9.3055 -35.9223 -29.5601 -0.06 -0.26 -0.73
C -12.4984 -31.3032 -25.5364 1.48 -1.95 -0.04
H -18.5071 -29.3855 -26.1881 0.07 0.01 0.30
O -15.0955 -24.2738 -34.2710 -2.56 -0.39 3.84
H -11.8450 -34.7684 -28.5095 -0.09 0.95 -0.31
H -15.6990 -22.6743 -24.8618 -0.29 -1.36 -0.23
H -19.9521 -23.0087 -27.5741 -0.43 -0.23 -0.12
H -14.9640 -24.1852 -36.7608 0.04 -0.56 0.28
H -13.8833 -25.1096 -23.6088 -0.80 0.64 0.95
H -13.8977 -28.6896 -25.2362 0.19 0.00 0.63
P -9.5096 -33.7237 -26.4960 -1.04 -2.34 1.44
O -16.0206 -26.2430 -21.5386 -0.35 -2.57 -1.20
C -18.0406 -24.2013 -33.0410 -3.19 0.78 -2.62
C -15.4420 -31.7892 -28.2571 0.54 0.30 -0.08
H -12.1252 -32.8573 -27.2191 -1.09 -0.44 0.60
H -18.0588 -22.5882 -29.4917 0.24 -0.58 -0.10
H -14.2019 -17.8362 -25.0639 -0.41 -0.45 0.54
O -17.8836 -33.6946 -27.9205 1.02 -0.95 -0.66
C -14.1019 -29.4609 -20.3741 1.30 -0.73 1.64
C -18.8668 -27.5213 -30.3855 3.73 0.08 1.69
H -13.7254 -18.2472 -26.6128 0.56 -0.49 -0.32
H -11.7896 -30.7257 -24.9430 0.07 0.63 -0.54
H -20.1046 -32.8624 -32.3645 -0.73 0.69 -0.08
H -15.7557 -37.8376 -29.0108 -1.36 -0.91 -0.12
C -23.2506 -30.2721 -30.1851 0.53 -1.71 0.45
P -19.0852 -24.9780 -25.7065 3.86 -0.69 1.69
O -8.7556 -34.5357 -25.2881 -0.41 -0.86 -2.12
H -19.0893 -26.9796 -29.4662 -0.09 0.12 0.13
H -19.2946 -34.0273 -30.4621 -0.37 0.13 0.11
H -13.2492 -23.8419 -36.8019 0.01 0.55 -0.23
H -16.4063 -31.4413 -27.8867 0.00 0.27 0.05
O -14.4848 -28.1973 -20.7918 -2.93 3.15 -0.34
H -15.8812 -29.6185 -25.7795 -0.01 0.10 -0.07
H -17.9054 -36.5492 -29.8389 -0.48 0.79 -0.49
H -13.4964 -24.4821 -25.0750 0.26 0.96 -0.25
O -15.0914 -26.0285 -28.0919 0.04 -2.17 2.53
H -15.5787 -24.3405 -29.9938 -0.40 -0.36 -0.48
C -20.7704 -24.8879 -23.7392 -1.08 -1.04 3.01
H -19.0302 -22.9828 -34.7116 -0.48 0.56 1.14
H -13.2031 -30.7186 -26.1278 0.27 0.00 0.05
H -18.2792 -22.9695 -27.3642 0.22 -0.35 0.54
H -12.1174 -18.1726 -23.9784 -0.34 0.16 0.14
C -13.8679 -23.2215 -30.2911 1.65 -0.07 -0.66
C -14.6016 -24.5673 -20.5984 -0.73 0.74 -0.71
C -13.4910 -18.4852 -25.5753 0.84 1.48 0.17
H -19.0056 -24.5025 -35.1541 1.23 -1.01 0.00
H -18.9161 -28.8826 -20.4643 0.31 0.03 -0.33
C -10.3884 -35.8547 -29.6643 -0.68 1.81 1.14
H -18.1374 -29.2388 -29.3330 0.13 -0.05 0.18
O -14.2189 -26.9535 -26.1303 -0.41 2.11 -1.45
H -14.6263 -27.3548 -24.2580 -0.79 -0.74 0.26
O -10.8189 -33.1435 -25.6740 2.32 -1.18 0.32
H -10.9977 -31.7156 -27.0973 0.37 0.70 0.37
C -21.8694 -25.9872 -23.4908 1.23 0.65 -0.12
O -13.5739 -19.8473 -25.3275 -2.29 -2.29 2.06
H -16.8728 -24.6019 -20.6093 0.16 -0.06 -0.14
H -17.8293 -23.3496 -32.3944 0.34 0.02 -0.37
C -15.0582 -26.8594 -27.1945 0.43 -1.20 -0.73
O -14.0357 -21.9984 -24.0565 0.73 2.98 0.39
O -22.2225 -27.4427 -29.9929 2.51 -2.01 4.27
O -16.3865 -28.6805 -22.4556 0.54 1.78 1.65
H -23.8600 -32.2905 -29.5602 -0.08 0.07 -0.12
H -15.4809 -23.1848 -23.1755 -0.40 0.35 -0.04
C -18.3677 -23.8371 -34.5725 -0.13 2.11 1.52
H -15.8847 -25.7522 -19.6080 -1.01 0.12 0.41
H -14.9656 -36.7293 -29.6475 0.23 0.82 -1.18
H -21.8957 -27.0133 -31.9452 0.12 -0.51 -0.15
H -9.6966 -37.0868 -26.6150 0.67 0.17 -0.45
H -10.4170 -33.7201 -29.1776 -0.33 0.12 0.40
H -19.7356 -27.5103 -27.2042 0.69 0.20 0.01
H -18.9818 -24.6284 -32.6947 0.05 -0.21 0.48
H -22.5033 -31.6854 -28.6230 -0.06 0.40 0.03
H -20.2026 -29.7402 -26.0654 -0.22 0.48 -0.28
H -13.4084 -24.1552 -30.6153 0.60 -0.01 0.40
P -14.5298 -20.3973 -24.1044 -0.69 -2.64 -0.46
O -15.5788 -23.3798 -31.8788 -0.43 -2.66 -3.06
H -13.1104 -24.2511 -34.1972 0.67 0.41 -0.78
H -12.3821 -30.1732 -21.5964 -0.21 0.00 0.14
C -18.7360 -23.4222 -29.3073 -1.45 -1.31 -0.88
C -15.9886 -25.2376 -20.5632 1.96 -0.02 1.64
C -12.1215 -18.1031 -25.0662 0.22 0.97 0.38
H -18.4756 -26.7979 -31.1009 -0.53 -0.04 -0.42
H -11.2821 -18.7526 -25.3147 -0.24 0.08 -0.84
O -15.7408 -28.0915 -27.1581 -1.58 1.41 -0.51
H -20.7277 -27.2618 -25.8710 -0.03 -0.19 0.54
O -8.7063 -32.7969 -27.2818 -0.01 0.40 0.35
O -10.1593 -34.9060 -27.4055 0.40 1.01 0.13
C -22.6175 -25.3348 -30.9491 -1.65 -0.65 0.02
C -15.3117 -23.4264 -30.5242 0.16 0.35 3.17
P -15.4990 -24.8188 -32.7554 -0.63 0.07 -1.60
H -16.1659 -37.5312 -30.7937 0.58 -0.22 0.22
H -15.0157 -25.0106 -24.9871 -0.46 -0.28 0.62
H -14.4772 -23.7757 -21.3374 -0.24 -0.01 -0.21
H -16.8269 -28.0998 -29.7336 -0.08 0.07 0.04
O -19.0900 -24.8337 -27.2736 -1.28 -1.82 -0.46
O -16.6364 -34.8420 -30.0641 -1.21 -0.98 1.56
C -22.6059 -26.8609 -31.1325 0.02 1.65 -2.16
C -10.7826 -34.6367 -28.7147 0.51 -2.96 0.18
O -17.0323 -28.1336 -19.9830 3.21 0.60 -2.12
H -14.8604 -32.1136 -27.3941 0.18 0.14 0.06
H -22.7010 -25.8896 -24.1886 0.13 -0.09 -0.09
P -21.1780 -28.6719 -29.9035 -0.79 -1.08 2.04
O -16.0182 -20.2832 -24.1913 2.01 0.32 -0.38
C -19.4332 -29.0482 -25.7228 0.09 1.03 0.31
C -9.1450 -35.9402 -24.8434 -0.97 -0.01 -0.16
H -14.8994 -30.0137 -19.8777 -0.22 0.07 -0.23
H -19.6031 -23.2864 -29.9536 -0.67 0.88 0.40
H -16.8069 -28.2115 -25.2355 -0.26 0.35 -0.75
H -23.5080 -25.0259 -30.4016 -0.40 0.02 -0.30
O -22.0014 -29.7540 -30.7817 0.03 0.51 0.27
H -23.5330 -27.3757 -31.3843 -0.47 0.79 -0.61
H -11.9604 -17.0552 -25.3193 0.53 0.02 -0.06
H -9.6949 -38.0878 -25.3156 0.51 0.11 0.98
O -13.9809 -19.6980 -22.7426 1.44 0.18 -2.58
H -8.5002 -36.0938 -23.9781 -0.30 0.29 0.02
H -10.8104 -35.5490 -30.6217 0.71 -0.12 -0.42
O -14.6926 -25.9932 -32.3035 -1.23 2.16 -0.25
C -19.0565 -23.5745 -27.8308 0.47 3.45 -0.14
H -8.0536 -37.5180 -25.9253 -0.29 -0.36 -0.22
C -14.3195 -24.4525 -24.3611 0.17 0.02 -2.48
H -13.2848 -20.7199 -20.3652 0.32 0.37 0.54
H -19.9474 -31.5336 -31.0557 -0.61 -0.56 0.11
H -18.8994 -31.5649 -32.3706 0.56 -0.48 -0.12
C -16.9824 -36.1150 -29.4547 -1.01 -0.77 0.13
H -18.0908 -33.8956 -31.7245 -0.09 -0.11 -0.18
H -15.6595 -19.3543 -21.5886 0.12 0.37 -0.30
H -13.6270 -18.9040 -20.2063 0.83 -0.13 -0.02
C -14.0180 -19.9142 -20.3277 0.38 0.94 -0.25
C -18.6636 -33.3186 -30.9985 -1.14 0.62 -2.13
C -14.1375 -23.7863 -36.1727 1.07 0.21 -1.16
H -22.2231 -32.1718 -30.2531 -0.21 -0.10 -0.21
H -17.2116 -36.0775 -28.3898 0.58 0.68 0.11
H -18.2833 -28.1554 -17.9776 0.43 0.23 -0.17
H -13.8870 -25.3433 -20.8727 0.18 0.06 0.55
H -21.4018 -26.9714 -23.5198 -0.23 -0.11 -0.37
H -19.4216 -29.1307 -24.6360 0.43 -0.09 0.04
H -10.1891 -35.7527 -24.5929 0.09 -0.48 0.56
H -17.5148 -29.1722 -30.9656 -0.10 0.21 -0.21
O -19.9335 -28.2265 -30.8421 -4.25 -1.95 -0.67
C -17.7465 -28.5620 -30.0927 -0.39 0.50 0.23
H -22.2610 -25.8868 -22.4785 0.04 0.20 0.05
H -24.0072 -30.4115 -30.9572 0.43 0.43 -0.45
C -19.7152 -27.5823 -26.1167 -0.36 0.21 -0.27
H -13.8742 -31.0300 -29.6856 0.13 -0.35 0.56
C -14.7726 -30.7556 -29.1328 -0.79 1.04 0.00
H -23.7172 -29.6753 -29.4014 0.58 0.60 -0.12
H -14.6550 -29.8257 -28.5764 0.43 0.00 0.08
H -14.4368 -24.0858 -19.6345 0.35 -0.29 0.09
H -21.0562 -24.0225 -23.1412 -0.54 0.83 -1.12
C -14.9910 -23.0895 -24.1446 0.27 0.21 1.07
H -13.4724 -22.4539 -30.9561 -0.13 0.22 -0.12
H -18.7006 -27.1280 -20.8271 0.29 -0.14 -0.32
C -13.4678 -30.2072 -21.5057 -1.24 -0.44 -0.93
O -20.5038 -24.6591 -25.0856 -0.14 0.09 -1.73
H -15.1278 -20.9824 -21.6833 -0.25 -0.22 -0.27
H -13.5656 -22.9164 -29.2893 -0.28 -0.46 0.12
H -21.8534 -24.9316 -30.2845 0.70 -0.36 -0.68
H -15.4948 -30.4807 -29.9015 -0.11 -0.08 -0.15
H -10.8881 -36.7956 -29.4339 0.15 0.11 0.50
C -9.0966 -37.2735 -25.7244 -0.20 2.43 -0.40
H -13.8956 -31.2091 -21.5425 0.63 -0.35 0.13
O -17.7767 -32.6992 -30.1527 -0.22 2.49 -1.25
H -19.8869 -25.0933 -23.1349 0.51 -0.78 -0.56
C -15.9202 -28.5292 -25.7840 0.60 0.40 0.19
C -15.9710 -37.1205 -29.8030 2.10 -0.44 0.70
H -19.8661 -28.0042 -18.5294 -0.37 0.33 -0.15
C -18.8712 -27.5946 -18.7042 -0.81 -0.84 -0.80
C -11.6180 -32.3088 -26.4254 -1.58 2.64 -1.26
H -17.4932 -23.3238 -34.9724 0.39 -1.21 -0.78
H -14.6796 -19.9838 -19.4642 -0.24 -0.61 -0.24
O -20.9379 -29.1898 -28.4824 -0.22 1.87 -3.57
H -13.8193 -25.6234 -35.0299 0.34 -0.05 -0.37
O -17.1004 -25.2038 -33.0545 3.71 -0.33 1.50
C -13.8774 -24.5410 -34.9155 -0.79 -0.68 0.80
```
Positions in Å, forces in eV/Å.

Löwdin atomic charge list, values in e, 5 entries: 0.04 0.07 0.07 -0.11 0.08